Entry from the OMol25 dataset: a gas-phase ion, C20H37N6 (charge +1) (ωB97M-V/def2-TZVPD).

Values from the calculation:
- highest occupied orbital energy (eV) = -12.0394
- net charge = +1
- SMILES = CCCC[C@@H](c1nnnn1C1CCCC1)N1CC[NH+](C2CCCC2)CC1
- lowest unoccupied orbital energy (eV) = -2.03
- spin multiplicity = 1
- ΔE to the lowest compared entry with this formula, charge and spin (kcal/mol) = 8.96
- electronic energy (eV) = -30275.025

Geometry (Å):
C -3.462 -4.028 0.906
C -3.177 -2.616 1.400
C -1.794 -2.108 0.985
C -1.678 -1.947 -0.533
C -0.528 -1.048 -1.053
C -0.435 0.243 -0.297
N 0.620 0.650 0.388
N 0.325 1.848 0.886
N -0.836 2.193 0.546
N -1.360 1.226 -0.207
C -2.684 1.343 -0.770
C -3.753 1.184 0.329
C -4.161 2.614 0.673
C -4.165 3.294 -0.692
C -2.897 2.755 -1.359
N 0.715 -1.779 -1.130
C 1.665 -1.449 -2.155
C 2.688 -0.360 -1.741
N 2.935 -0.411 -0.281
C 4.215 0.222 0.159
C 4.477 1.582 -0.486
C 3.578 2.552 0.279
C 3.512 1.990 1.708
C 4.141 0.586 1.645
C 2.822 -1.812 0.169
C 1.352 -2.238 0.094
H -2.689 -4.715 1.244
H -3.509 -4.065 -0.179
H -4.416 -4.373 1.296
H -3.946 -1.937 1.025
H -3.232 -2.605 2.491
H -1.614 -1.149 1.479
H -1.051 -2.818 1.350
H -2.621 -1.537 -0.899
H -1.541 -2.922 -0.998
H -0.785 -0.791 -2.090
H -2.770 0.568 -1.535
H -4.606 0.642 -0.080
H -3.377 0.634 1.190
H -5.126 2.658 1.171
H -3.409 3.073 1.316
H -4.156 4.378 -0.622
H -5.047 2.990 -1.256
H -2.980 2.727 -2.444
H -2.049 3.387 -1.093
H 1.140 -1.120 -3.052
H 2.198 -2.369 -2.415
H 2.308 0.631 -1.991
H 3.626 -0.526 -2.275
H 2.092 0.111 0.165
H 5.013 -0.492 -0.064
H 5.523 1.829 -0.299
H 4.324 1.611 -1.562
H 2.580 2.588 -0.158
H 3.977 3.563 0.256
H 4.062 2.619 2.403
H 2.480 1.949 2.048
H 5.156 0.608 2.041
H 3.577 -0.131 2.237
H 3.172 -1.903 1.196
H 3.457 -2.437 -0.463
H 0.824 -1.829 0.955
H 1.301 -3.333 0.147

=====

Entry from the OMol25 dataset: a single C4H9NO2 molecule (ωB97M-V/def2-TZVPD).

Values from the calculation:
- highest occupied orbital energy (eV) = -9.9463
- SMILES = C[C@@H](O)CNC=O
- lowest unoccupied orbital energy (eV) = 0.67
- spin multiplicity = 1
- ΔE to the lowest compared entry with this formula, charge and spin (kcal/mol) = 16.67
- electronic energy (eV) = -9879.338

Geometry (Å):
C -2.063 -0.765 -0.340
C -0.615 -0.367 -0.593
O -0.633 0.838 -1.322
C 0.141 -0.237 0.734
N 1.588 -0.079 0.597
C 2.169 1.090 0.255
O 1.561 2.092 -0.093
H -2.144 -1.756 0.120
H -2.603 -0.772 -1.290
H -2.543 -0.027 0.313
H -0.118 -1.159 -1.182
H 0.082 1.419 -1.009
H -0.254 0.627 1.283
H -0.027 -1.132 1.342
H 2.189 -0.842 0.865
H 3.270 1.069 0.320

=====

Entry from the OMol25 dataset: a molecular structure, C23H21F3N4O4PdS (ωB97M-V/def2-TZVPD).

Values from the calculation:
- highest occupied orbital energy (spin up / spin down) (eV) = -7.4250 / -7.3364
- lowest unoccupied orbital energy (spin up / spin down) (eV) = -0.44 / -0.49
- spin multiplicity = 3
- ΔE to the lowest compared entry with this formula, charge and spin (kcal/mol) = 2.79
- electronic energy (eV) = -60810.033

Geometry (Å):
Pd 0.388 -0.152 0.557
C 3.331 -0.328 -1.165
O 1.915 -0.377 -1.234
C 1.297 -0.369 -2.454
C 1.992 -0.493 -3.649
C 1.300 -0.502 -4.852
C -0.081 -0.386 -4.863
C -0.772 -0.250 -3.672
C -0.100 -0.232 -2.458
N -0.775 -0.070 -1.205
N -2.023 -0.220 -1.274
C -2.863 -0.164 -0.208
C -2.517 0.035 1.159
O -1.345 0.282 1.615
C -3.578 -0.020 2.140
C -4.861 -0.234 1.788
C -5.248 -0.411 0.421
C -6.595 -0.617 0.078
C -6.970 -0.775 -1.232
C -5.988 -0.723 -2.229
C -4.667 -0.525 -1.910
C -4.257 -0.371 -0.573
H 3.708 0.572 -1.655
H 3.768 -1.222 -1.615
H 3.566 -0.306 -0.104
H 3.067 -0.590 -3.647
H 1.849 -0.600 -5.778
H -0.624 -0.396 -5.798
H -1.847 -0.152 -3.665
H -3.280 0.119 3.169
H -5.632 -0.274 2.549
H -7.332 -0.646 0.870
H -8.006 -0.936 -1.491
H -6.272 -0.838 -3.266
H -3.925 -0.485 -2.693
F 1.837 -4.444 2.467
C 1.701 -4.064 1.183
F 0.887 -4.935 0.588
F 2.911 -4.178 0.602
C 1.202 -2.602 1.100
O 1.943 -1.745 1.620
O 0.122 -2.381 0.518
S 1.543 2.003 1.020
C 2.156 1.432 2.512
N 3.459 1.544 2.794
C 4.082 0.888 3.936
C 3.092 0.880 5.088
C 1.811 0.206 4.621
N 1.352 0.872 3.410
H 4.024 1.974 2.082
H 5.000 1.419 4.181
H 4.342 -0.139 3.662
H 2.870 1.909 5.377
H 3.507 0.364 5.952
H 1.024 0.293 5.370
H 1.967 -0.856 4.408
H 0.385 0.741 3.124

=====

Entry from the OMol25 dataset: a single C4H9NO2 molecule (ωB97M-V/def2-TZVPD).

Values from the calculation:
- highest occupied orbital energy (eV) = -9.3641
- SMILES = C/C=N/[C@@H](O)OC
- lowest unoccupied orbital energy (eV) = 0.90
- spin multiplicity = 1
- ΔE to the lowest compared entry with this formula, charge and spin (kcal/mol) = 74.12
- electronic energy (eV) = -9876.846

Geometry (Å):
C 1.726 0.604 1.479
C 0.309 0.547 1.034
N -0.070 1.203 -0.021
C -1.284 0.735 -0.492
O -1.500 0.991 -1.800
O -1.135 -0.894 -0.063
C -0.410 -1.672 -0.979
H 2.369 0.960 0.678
H 2.052 -0.381 1.813
H 1.809 1.281 2.334
H -0.399 0.211 1.798
H -2.180 0.937 0.100
H -0.635 1.152 -2.207
H -0.237 -2.658 -0.538
H 0.559 -1.211 -1.226
H -0.975 -1.804 -1.910

=====

Entry from the OMol25 dataset: a single C3H7NO2 molecule (ωB97M-V/def2-TZVPD).

Values from the calculation:
- highest occupied orbital energy (eV) = -8.9901
- SMILES = CO/C=N\OC
- lowest unoccupied orbital energy (eV) = 0.97
- spin multiplicity = 1
- ΔE to the lowest compared entry with this formula, charge and spin (kcal/mol) = 99.22
- electronic energy (eV) = -8806.226

Geometry (Å):
C -1.671 0.942 -0.017
O -1.911 -0.441 0.159
C -1.005 -1.342 -0.003
N 0.223 -1.237 0.067
O 0.734 0.084 0.040
C 2.178 0.097 0.045
H -1.088 1.157 -0.902
H -1.157 1.512 0.835
H -2.717 1.346 -0.088
H -1.333 -2.322 -0.231
H 2.586 1.101 -0.279
H 2.666 -0.105 0.974
H 2.494 -0.792 -0.602

=====

Entry from the OMol25 dataset: a molecular structure, C37H41CaClNO6P2S3Se (ωB97M-V/def2-TZVPD).

Values from the calculation:
- highest occupied orbital energy (eV) = -4.7801
- net charge = -1
- lowest unoccupied orbital energy (eV) = 2.30
- spin multiplicity = 1
- ΔE to the lowest compared entry with this formula, charge and spin (kcal/mol) = 24.02
- electronic energy (eV) = -200205.759

Geometry (Å):
Ca -0.334 1.373 1.630
C -1.800 4.878 5.168
C -2.949 4.098 4.534
S -2.588 2.488 3.802
C -2.045 1.492 5.202
C -0.621 1.709 5.728
S 0.660 1.628 4.448
C 1.656 3.137 4.620
C 0.988 4.426 5.077
S -0.377 5.055 4.058
H -1.480 4.405 6.096
H -2.172 5.869 5.436
H -3.353 4.666 3.693
H -3.759 3.986 5.261
H -2.147 0.474 4.824
H -2.755 1.613 6.026
H -0.416 0.933 6.469
H -0.527 2.664 6.236
H 2.082 3.253 3.614
H 2.474 2.923 5.311
H 1.768 5.189 5.065
H 0.641 4.368 6.110
Cl -1.682 -1.431 -2.145
C -1.059 -2.849 -2.931
C -1.963 -3.735 -3.492
C -1.492 -4.868 -4.138
C -0.127 -5.096 -4.220
C 0.764 -4.197 -3.654
C 0.321 -3.051 -2.993
P 1.421 -1.844 -2.132
C 3.047 -2.639 -2.435
C 3.948 -2.257 -3.424
C 5.169 -2.907 -3.555
C 5.501 -3.951 -2.704
C 4.612 -4.336 -1.709
C 3.401 -3.677 -1.570
C 1.440 -0.465 -3.331
C 1.174 -0.605 -4.692
C 1.265 0.492 -5.537
C 1.632 1.733 -5.028
C 1.887 1.876 -3.671
C 1.780 0.785 -2.817
H -3.022 -3.531 -3.414
H -2.193 -5.568 -4.574
H 0.248 -5.976 -4.726
H 1.828 -4.386 -3.725
H 3.700 -1.442 -4.093
H 5.863 -2.594 -4.325
H 6.454 -4.455 -2.808
H 4.869 -5.140 -1.030
H 2.719 -3.966 -0.778
H 0.895 -1.571 -5.098
H 1.053 0.376 -6.593
H 1.708 2.588 -5.689
H 2.151 2.843 -3.260
H 1.920 0.923 -1.744
O -3.932 -1.084 2.577
C -3.046 -0.391 2.080
O -1.896 -0.140 2.550
C -3.337 0.227 0.704
C -4.540 -0.051 0.066
C -4.738 0.420 -1.213
C -3.749 1.180 -1.832
C -3.811 1.516 -3.249
C -2.797 2.111 -3.880
C -1.645 2.632 -3.124
C -1.539 2.319 -1.676
C -2.603 1.479 -1.085
N -2.398 0.992 0.142
H -5.262 -0.662 0.589
H -5.643 0.175 -1.761
H -4.681 1.176 -3.801
H -2.808 2.235 -4.956
H -0.730 2.831 -3.669
H -0.565 2.282 -1.197
C 0.631 -1.964 3.910
P 0.830 -1.458 2.157
C -0.141 -2.797 1.360
C 2.544 -2.021 1.832
H 0.876 -3.020 4.057
H -0.409 -1.790 4.191
H 1.271 -1.349 4.543
H 0.195 -3.785 1.685
H -0.045 -2.718 0.276
H -1.192 -2.669 1.623
H 2.686 -3.074 2.091
H 3.235 -1.409 2.413
H 2.777 -1.865 0.778
O 2.839 3.109 1.723
Se 1.747 3.181 0.485
O 0.261 3.533 1.245
O 1.395 1.535 0.119
O -1.953 3.607 -2.126

=====

Entry from the OMol25 dataset: a molecular structure, C4H18HfO7 (ωB97M-V/def2-TZVPD).

Values from the calculation:
- highest occupied orbital energy (eV) = -9.0843
- lowest unoccupied orbital energy (eV) = -0.02
- spin multiplicity = 1
- ΔE to the lowest compared entry with this formula, charge and spin (kcal/mol) = 17.25
- electronic energy (eV) = -20079.939

Geometry (Å):
Hf -1.112 -0.327 -0.556
C -1.996 2.377 -1.705
O -1.250 1.150 -1.781
H -1.493 3.275 -1.440
H -2.745 2.006 -1.005
H -2.449 2.567 -2.648
C 0.159 -1.742 -3.035
O -0.619 -1.722 -1.891
H -0.312 -2.438 -3.865
H 1.180 -1.943 -2.754
H 0.031 -0.764 -3.295
C 1.786 0.734 0.215
O 0.767 -0.159 -0.103
H 2.564 -0.013 0.083
H 1.840 0.968 1.245
H 1.827 1.599 -0.409
C -1.658 1.758 2.000
O -1.604 0.872 0.890
H -2.129 2.684 1.821
H -0.708 2.098 2.252
H -2.155 1.184 2.805
O -1.240 -2.044 0.682
H -1.190 -2.936 0.422
H -1.286 -2.059 1.659
O 2.389 -2.445 0.627
H 2.321 -1.520 0.442
H 3.206 -2.595 0.187
O 1.690 -0.249 3.274
H 1.627 0.258 2.459
H 2.566 -0.569 3.433

=====

Entry from the OMol25 dataset: 2 unconnected molecules or ions with the total composition C4H12NO2 (ωB97M-V/def2-TZVPD).

Values from the calculation:
- highest occupied orbital energy (eV) = -2.6333
- net charge = -1
- lowest unoccupied orbital energy (eV) = 3.72
- spin multiplicity = 1
- ΔE to the lowest compared entry with this formula, charge and spin (kcal/mol) = 24.10
- electronic energy (eV) = -9927.179

Geometry (Å):
C -1.949 -1.396 0.119
C -1.050 -1.231 1.352
N -0.474 0.078 1.466
C 0.664 0.319 0.587
C 0.590 1.789 0.059
O -0.648 2.136 -0.299
H -2.147 -2.434 -0.160
H -1.472 -0.861 -0.703
H -2.901 -0.893 0.300
H -1.616 -1.453 2.262
H -0.222 -1.940 1.314
H -1.115 0.844 1.215
H 0.654 -0.345 -0.302
H 1.600 0.108 1.103
H 1.033 2.421 0.871
H 1.393 1.847 -0.728
H 2.201 -0.709 -3.375
H 1.901 -1.214 -1.977
O 2.601 -1.209 -2.643

=====

> Which value of spin multiplicity does entry 7 give?

1